(1)
Entry from the Open Molecules 2025 dataset: a cluster of 2 separate species, C34H29BF6N2O2S in total in a non-equilibrium geometry (the ωB97M-V functional and the def2-TZVPD basis).

The value obtained for the LUMO energy is -2.1 eV. The value obtained for the HOMO-LUMO gap is 0.168 hartree. As for the energy above the lowest of the compared OMol25 structures with the same formula, charge and spin: 0.0 kcal per mole. The spin multiplicity is 1.

```
75
Properties=species:S:1:pos:R:3:mulliken_charge:R:1
S 5.157 -0.169 1.681 -0.254
F 1.774 -5.396 1.592 -0.279
F 1.097 -5.014 -0.466 -0.254
F 3.162 -4.538 0.113 -0.283
F -1.610 -0.237 3.180 -0.292
F -2.462 -1.966 2.122 -0.222
F -1.374 -2.264 4.011 -0.285
O 3.475 0.444 -0.721 -0.801
O 1.966 1.823 0.480 -0.421
N -2.139 -3.255 -1.172 0.243
N -2.413 2.865 -2.943 0.252
C -0.618 4.525 0.392 -0.711
C -3.345 -2.570 -1.349 0.228
C -2.031 -4.705 -1.099 -0.747
C -4.610 -3.091 -1.603 -1.080
C 6.884 0.072 3.900 -1.246
C -0.884 0.155 -1.041 0.582
C -1.627 -1.038 -1.091 1.018
C 2.674 2.675 -0.416 -0.350
C 3.297 0.985 3.027 -0.845
C -0.646 3.142 0.153 0.431
C 2.153 -2.024 0.506 -0.611
C -4.152 -0.307 -1.303 -0.207
C -1.126 -2.358 -1.033 -2.144
C -1.904 4.963 -1.643 -0.872
C 3.641 1.771 -1.218 -0.568
C 0.635 -0.595 1.694 -0.217
C -1.353 1.358 -1.603 -0.136
C -3.079 -1.183 -1.252 0.762
C 5.541 0.304 3.320 0.535
C 4.446 0.913 3.896 -0.791
C 0.278 -2.993 1.710 -0.577
C -5.673 -2.184 -1.698 -0.683
C -1.371 -1.542 2.853 0.574
C -0.106 -1.711 2.068 0.158
C 1.759 -0.756 0.897 -0.404
C -2.143 1.540 -2.763 -1.182
C -1.146 2.695 -1.059 1.089
C 3.537 0.432 1.795 0.343
C 1.427 -3.132 0.943 -0.299
C 1.873 -4.510 0.559 0.636
C -1.807 3.606 -1.921 -0.347
C -5.445 -0.809 -1.541 -0.904
C -1.243 5.425 -0.491 -0.793
C -3.239 3.416 -4.001 -0.936
B 2.621 0.541 0.433 1.658
H -1.313 -5.079 -1.841 0.328
H -2.844 3.124 -4.983 0.330
H 2.347 1.424 3.318 0.399
H -0.304 2.408 0.879 0.083
H 1.956 3.180 -1.079 0.146
H -1.225 6.492 -0.269 0.383
H -2.463 5.620 -2.305 0.248
H -3.236 4.504 -3.917 0.294
H -3.020 -5.126 -1.296 0.302
H -4.276 3.053 -3.936 0.325
H 7.111 -0.999 3.936 0.270
H -4.744 -4.163 -1.733 0.323
H -6.680 -2.555 -1.894 0.399
H -1.707 -5.027 -0.099 0.222
H 0.324 0.393 2.028 0.465
H 3.050 -2.166 -0.094 0.658
H 0.132 0.124 -0.658 0.568
H -0.305 -3.857 2.020 0.626
H 6.935 0.468 4.917 0.350
H -6.291 -0.122 -1.611 0.404
H -2.510 0.772 -3.434 0.602
H -3.986 0.756 -1.155 0.638
H -0.115 4.898 1.286 0.461
H 4.682 2.111 -1.076 0.271
H 4.464 1.317 4.903 0.312
H 7.657 0.562 3.295 0.270
H -0.080 -2.656 -0.963 0.983
H 3.208 3.449 0.160 0.283
H 3.384 1.794 -2.293 0.291
```

(2)
Entry from the Open Molecules 2025 dataset: a structure of composition C34H29BrN2O4PSn (the ωB97M-V functional and the def2-TZVPD basis).

The value obtained for the LUMO energy is 2.5 eV. The value obtained for the HOMO-LUMO gap is 0.257 hartree. As for the energy above the lowest of the compared OMol25 structures with the same formula, charge and spin: 0.0 kcal per mole. The net charge is -1. The spin multiplicity is 1.

```
72
Properties=species:S:1:pos:R:3:mulliken_charge:R:1
Sn 2.134 -0.657 -1.006 0.794
Br 0.201 -5.842 0.908 -0.156
P -0.906 0.318 -0.173 0.667
O 2.369 -2.797 -0.228 -0.370
O 4.288 -0.043 -0.477 -0.567
O 2.501 1.709 -0.883 -0.622
O 3.327 -4.831 -0.237 -0.651
N 3.545 1.938 -0.136 0.841
N 4.470 1.084 0.084 -0.421
C 4.844 3.679 1.019 -0.437
C -1.874 -1.549 1.728 -0.458
C -1.364 4.475 1.798 -0.730
C -2.740 -1.214 -1.597 0.761
C 0.520 -1.111 1.676 0.610
C 2.489 5.093 1.452 -0.398
C -1.072 3.104 -0.180 0.667
C -0.782 -0.852 1.210 1.269
C 3.627 3.191 0.559 -0.270
C -1.399 3.340 2.591 -0.749
C -0.718 -5.476 -3.104 -0.583
C 0.269 -5.347 -0.924 0.272
C -5.078 -0.657 -1.920 -0.756
C -0.739 -5.809 -1.758 -0.408
C -3.997 -1.504 -2.119 -0.643
C -0.407 -2.819 3.129 -0.786
C -1.595 -2.156 -1.847 -0.812
C -3.671 0.803 -0.642 -0.870
C 1.681 -0.344 1.165 -1.944
C 0.678 -2.123 2.630 -0.809
C 3.692 5.595 1.922 -0.607
C 1.283 -4.198 -2.743 -0.148
C -0.842 3.004 -1.664 -1.577
C -1.204 4.351 0.423 -0.681
C 2.449 3.889 0.762 0.224
C 0.298 -4.666 -3.596 -0.636
C -4.915 0.505 -1.183 -0.761
C -1.695 -2.528 2.691 -0.732
C -2.580 -0.040 -0.837 0.139
C -1.289 2.087 2.002 -0.864
C -1.134 1.953 0.626 1.233
C 1.297 -4.543 -1.392 0.626
C 4.867 4.884 1.701 -0.407
C 2.441 -4.037 -0.520 -0.422
H -0.740 -1.637 -2.288 0.135
H 1.522 3.476 0.392 0.424
H -5.750 1.175 -1.019 0.432
H -4.124 -2.412 -2.698 0.415
H -0.248 -3.605 3.857 0.397
H 5.811 5.271 2.063 0.356
H -1.314 1.196 2.619 0.468
H -2.871 -1.334 1.359 0.436
H -3.550 1.705 -0.054 0.384
H 2.064 -3.547 -3.117 0.473
H -1.498 -5.843 -3.760 0.408
H -1.889 -2.962 -2.517 0.332
H -1.511 3.425 3.665 0.407
H 3.720 6.535 2.457 0.381
H -1.238 -2.610 -0.918 0.169
H -6.045 -0.906 -2.342 0.362
H -1.454 5.457 2.245 0.394
H 1.564 5.630 1.622 0.386
H -1.627 2.425 -2.155 0.208
H 2.593 -0.624 1.693 0.745
H 5.748 3.115 0.844 0.479
H -2.546 -3.076 3.076 0.389
H 0.109 2.504 -1.866 0.240
H 1.680 -2.364 2.965 0.360
H 0.316 -4.391 -4.644 0.354
H 1.521 0.733 1.275 0.451
H -1.528 -6.428 -1.352 0.401
H -1.161 5.240 -0.196 0.332
H -0.816 3.996 -2.118 0.454
```

(3)
Entry from the Open Molecules 2025 dataset: a structure of composition C34H29Cl3MgN9O3SSe in a non-equilibrium geometry (the ωB97M-V functional and the def2-TZVPD basis).

The value obtained for the LUMO energy is -3.7 eV. The value obtained for the HOMO-LUMO gap is 0.229 hartree. As for the energy above the lowest of the compared OMol25 structures with the same formula, charge and spin: 5.3 kcal per mole. The net charge is +1. The spin multiplicity is 1.

```
81
Properties=species:S:1:pos:R:3:mulliken_charge:R:1
Se -3.310 -3.506 -0.680 0.276
Cl 3.181 2.388 2.892 -0.077
Cl -1.286 3.686 0.122 -0.126
Cl 1.964 7.547 1.990 -0.223
S -0.218 0.038 -2.283 -0.381
Mg 0.220 0.262 0.382 1.352
O 4.254 -1.600 7.079 -0.518
O 0.820 1.842 1.157 1.134
O 5.555 -0.549 5.627 -0.482
N 0.240 -2.370 0.183 0.208
N 0.906 2.423 -2.363 0.280
N -0.026 -0.395 2.433 0.590
N -1.920 0.408 0.650 0.464
N -2.067 -2.324 -0.300 -0.115
N 2.536 0.460 -0.633 -0.437
N -2.253 -4.910 -0.584 -0.810
N -1.307 2.365 -3.071 -0.465
N 4.477 -0.511 -1.050 0.157
C 0.110 -5.240 -0.114 -0.610
C -1.236 -0.374 2.817 -0.552
C 0.190 4.134 0.927 0.859
C -3.631 -0.169 2.225 -0.945
C 1.969 -0.558 5.586 -1.366
C -4.612 0.154 1.300 -0.700
C -4.222 0.602 0.053 -1.090
C 2.146 3.560 2.129 0.398
C 5.443 -1.512 -1.497 -0.889
C -2.307 -0.031 1.861 0.618
C 1.254 -4.592 0.194 -1.233
C 1.039 -0.577 3.369 0.469
C 3.379 -1.034 3.701 -1.047
C 0.886 -0.399 4.741 -1.135
C 0.455 5.480 1.104 -0.837
C -1.058 -4.439 -0.288 0.616
C -0.237 1.713 -2.600 0.479
C 2.353 4.376 -2.281 -1.344
C 1.597 5.860 1.785 0.154
C 1.036 3.746 -2.592 1.143
C -1.223 3.672 -3.303 0.858
C 2.436 4.900 2.317 -0.792
C 1.038 3.097 1.383 -1.172
C 1.260 -3.168 0.334 -0.223
C 2.293 -0.878 2.859 0.897
C 4.363 -1.050 6.025 0.378
C -2.472 4.345 -3.771 -1.288
C 4.762 0.745 -0.568 -1.011
C -0.952 -2.999 -0.133 0.114
C 3.134 -0.631 -1.073 -1.102
C 3.558 1.328 -0.309 -0.204
C -0.044 4.404 -3.100 -0.894
C 3.220 -0.873 5.071 0.509
C -2.867 0.708 -0.235 -0.113
H -0.070 -0.114 5.161 0.362
H 5.773 1.098 -0.445 0.492
H 2.198 -2.698 0.609 0.645
H -2.537 1.034 -1.215 0.203
H -5.660 0.052 1.550 0.455
H -2.308 5.394 -4.008 0.374
H -3.887 -0.528 3.214 0.521
H 2.627 -1.494 -1.477 0.761
H 2.304 5.452 -2.426 0.410
H -2.866 3.826 -4.645 0.356
H -0.235 6.224 0.729 0.492
H 1.859 -0.419 6.653 0.453
H 0.004 5.463 -3.306 0.397
H 3.365 2.310 0.094 0.508
H -1.533 -0.583 3.843 0.335
H 5.263 -2.461 -0.997 0.333
H 4.351 -1.283 3.290 0.533
H 0.054 -6.316 -0.221 0.472
H 2.417 -0.939 1.785 -0.124
H 5.375 -1.657 -2.573 0.340
H 6.443 -1.171 -1.250 0.333
H 2.180 -5.131 0.345 0.451
H -3.226 4.273 -2.984 0.282
H -4.948 0.873 -0.701 0.535
H 1.658 1.895 -1.927 -0.043
H 2.640 4.176 -1.246 0.145
H 3.129 3.969 -2.933 0.342
H 5.447 -0.016 4.829 0.364
H 3.306 5.191 2.892 0.497
```